(1)
Below is a structure of composition C7H9N2O3 at a distorted geometry, with properties calculated with wB97M-V/def2-TZVPD.

Cartesian coordinates (Å):
C  2.5040  0.0740  0.0680
C  1.0057  -1.2418  0.1544
C  0.1125  -0.2845  -0.1406
C  1.7803  1.2046  -0.2940
C  -2.1024  0.5360  -1.1683
C  -1.9726  -0.2362  1.3575
C  -1.4246  -0.4628  -0.1494
N  4.7263  -0.6912  0.2583
N  3.7058  -0.2824  0.1354
O  0.4426  1.0009  -0.3467
O  1.3113  -2.4981  0.2722
O  2.2478  2.3921  -0.4063
H  -3.1876  0.2789  -1.4021
H  -1.6464  0.2793  -2.1327
H  -1.8295  1.5833  -1.0906
H  -1.7934  0.8450  1.5567
H  -1.5731  -0.7905  2.2235
H  -2.9585  -0.2492  1.0653
H  -1.6929  -1.4802  -0.4124
H  0.8098  -3.0576  0.8734
H  1.5349  3.0804  -0.4217

The calculation puts the relative energy (zero: lowest compared OMol25 entry of this formula, charge and spin) at 3.801 eV. Its net charge is +1. Its multiplicity is 1.

***

(2)
Below is an isolated molecule of C17H27NO4, with properties calculated with wB97M-V/def2-TZVPD.

Cartesian coordinates (Å):
C  0.3492  3.4923  1.1693
C  -0.3370  3.3366  -0.1856
H  -0.8325  4.2740  -0.4552
H  0.3905  3.1005  -0.9722
O  -1.3843  2.3911  -0.1645
C  -1.1023  1.0465  -0.1526
C  0.1818  0.5261  -0.2742
C  0.3991  -0.8441  -0.2477
C  -0.6755  -1.7147  -0.1154
C  -1.9628  -1.2195  0.0001
C  -2.1921  0.1732  -0.0172
O  -3.4940  0.5352  0.1392
C  -3.9892  1.7260  -0.4496
C  -5.4989  1.5742  -0.5676
H  -5.7386  0.7213  -1.1965
H  -5.9293  1.4077  0.4158
H  -5.9292  2.4730  -1.0005
H  -3.5423  1.8744  -1.4392
H  -3.7425  2.5916  0.1765
O  -3.0783  -1.9800  0.1302
C  -2.9413  -3.3871  0.1507
C  -4.3347  -3.9786  0.2974
H  -4.7932  -3.6195  1.2144
H  -4.9559  -3.6745  -0.5403
H  -4.2762  -5.0630  0.3253
H  -2.4752  -3.7365  -0.7809
H  -2.3077  -3.6931  0.9947
H  -0.4687  -2.7719  -0.1210
C  1.7560  -1.4457  -0.3887
O  1.9368  -2.5356  -0.8995
N  2.7679  -0.6973  0.1109
H  2.5586  0.1585  0.5969
C  4.1545  -1.1102  0.0673
C  4.7638  -1.0386  1.4648
H  4.7062  -0.0282  1.8638
H  5.8065  -1.3422  1.4348
H  4.2281  -1.7036  2.1380
C  4.9376  -0.2909  -0.9723
C  4.9699  1.2086  -0.6963
H  5.5179  1.7165  -1.4865
H  5.4633  1.4260  0.2476
H  3.9637  1.6209  -0.6692
H  4.4787  -0.4635  -1.9479
H  5.9586  -0.6742  -1.0117
H  4.1380  -2.1532  -0.2692
H  1.0156  1.1917  -0.4271
H  -0.3810  3.7877  1.9183
H  0.8009  2.5560  1.4876
H  1.1193  4.2563  1.1053

The calculation puts the relative energy (zero: lowest compared OMol25 entry of this formula, charge and spin) at 1.223 eV. As for the structure (SMILES): CCOc1cc(C(=O)N[C@H](C)CC)cc(OCC)c1OCC. Its net charge is 0. Its multiplicity is 1.

***

(3)
Below is a structure of composition C35H56N3OSbTc, with properties calculated with wB97M-V/def2-TZVPD.

Cartesian coordinates (Å):
Tc  -0.0475  0.3720  0.2478
C  -1.2287  -4.2834  -0.8270
C  -0.8597  -3.3903  0.3603
C  -0.1030  -4.1726  1.4334
C  -2.1059  -2.7115  0.8941
C  -2.9585  -3.3998  1.7492
C  -4.1401  -2.8282  2.1955
C  -4.4875  -1.5488  1.7977
C  -3.6709  -0.8101  0.9441
C  -4.0818  0.6036  0.5649
C  -5.3250  0.5896  -0.3281
C  -4.3085  1.4667  1.8085
C  -2.4868  -1.4200  0.5008
N  -1.6233  -0.6491  -0.3623
C  -1.9685  -0.4565  -1.6215
C  -1.2395  0.5101  -2.3243
N  -0.2705  1.1162  -1.6511
C  0.4439  2.2809  -2.0887
C  1.1509  2.9912  -1.0895
C  1.5746  4.2827  -1.3669
C  1.4160  4.8341  -2.6242
C  0.9082  4.0508  -3.6411
C  0.4236  2.7679  -3.4166
C  -0.0246  1.9811  -4.6441
C  0.9835  2.0926  -5.7945
C  -1.4061  2.4370  -5.1327
C  1.5793  2.4570  0.2865
C  0.7710  3.0482  1.4457
C  3.0879  2.6778  0.5122
H  -0.3496  -4.7978  -1.2156
H  -1.6766  -3.7062  -1.6393
H  -1.9511  -5.0431  -0.5223
H  -0.1865  -2.6127  -0.0059
H  -0.6597  -5.0482  1.7689
H  0.1113  -3.5515  2.3067
H  0.8462  -4.5351  1.0336
H  -2.7027  -4.4042  2.0604
H  -4.7968  -3.3878  2.8499
H  -5.4144  -1.1137  2.1509
H  -3.2704  1.0680  0.0021
H  -6.1798  0.1615  0.1987
H  -5.1657  -0.0020  -1.2319
H  -5.5912  1.6044  -0.6252
H  -5.1401  1.0957  2.4097
H  -4.5463  2.4909  1.5185
H  -3.4170  1.4913  2.4408
H  -2.8078  -0.9885  -2.0522
H  -1.5317  0.7859  -3.3201
H  2.0635  4.8655  -0.5985
H  1.7425  5.8465  -2.8223
H  0.8794  4.4495  -4.6457
H  -0.0378  0.9205  -4.3874
H  0.9712  3.0768  -6.2621
H  0.7238  1.3698  -6.5685
H  2.0006  1.8833  -5.4607
H  -1.3326  3.4560  -5.5160
H  -2.1661  2.4547  -4.3484
H  -1.7586  1.8014  -5.9465
H  1.6339  1.3310  0.3196
H  0.9296  4.1275  1.4690
H  1.0931  2.6337  2.4017
H  -0.3084  2.8932  1.3347
H  3.3186  3.7381  0.5901
H  3.6720  2.2609  -0.3079
H  3.3997  2.2037  1.4447
O  0.0298  -0.0282  2.2350
C  -0.4421  -0.0749  3.4223
C  0.4405  0.2658  4.5843
C  0.0251  1.5776  5.3049
C  -1.4250  2.0058  5.0869
C  -2.4823  1.0016  5.5446
C  -2.2704  -0.4204  5.0047
N  -1.6806  -0.4305  3.6593
H  1.4625  0.3263  4.2198
H  0.4001  -0.5754  5.2793
H  0.6729  2.3837  4.9592
H  0.2257  1.4585  6.3700
H  -1.5730  2.2308  4.0251
H  -1.5922  2.9490  5.6074
H  -3.4649  1.3664  5.2419
H  -2.4950  0.9431  6.6344
H  -3.2129  -0.9577  4.9354
H  -1.6241  -0.9990  5.6641
H  -2.2685  -0.6636  2.8698
C  2.4771  -3.0519  -1.7829
Sb  2.2370  -1.0907  -1.0028
C  3.8275  -1.0893  0.4201
C  3.1169  0.0106  -2.6018
H  3.5239  -3.1588  -2.0657
H  1.8421  -3.1966  -2.6549
H  2.2270  -3.7891  -1.0238
H  4.7724  -0.8620  -0.0711
H  3.8928  -2.0800  0.8715
H  3.6444  -0.3613  1.2099
H  4.1990  -0.1005  -2.5470
H  2.8534  1.0674  -2.5600
H  2.7652  -0.4031  -3.5469

Its net charge is +2. Its multiplicity is 4.

***

(4)
Below is a structure of composition C46H74GeNOsP2Si at a distorted geometry, with properties calculated with wB97M-V/def2-TZVPD.

Cartesian coordinates (Å):
Os  -0.8974  0.7011  1.0481
C  1.9889  2.4207  2.7344
Si  1.1440  1.8831  1.0850
C  2.3121  0.7189  0.0546
C  3.3759  1.2926  -0.6308
C  4.2482  0.5266  -1.3846
C  4.0494  -0.8405  -1.4844
C  2.9869  -1.4354  -0.8233
C  2.1235  -0.6715  -0.0478
P  0.8191  -1.3600  1.0374
C  1.8973  -2.0794  2.4018
C  2.4133  -3.4843  2.0454
C  3.7197  -3.8126  2.7763
C  3.6955  -3.1978  4.1678
C  3.7451  -1.6700  4.0574
C  3.0632  -1.1692  2.7731
C  -0.1987  -2.8707  0.5465
C  -1.6137  -2.3623  0.2414
C  -2.6326  -3.5001  0.3407
C  -2.0260  -4.8136  -0.1710
C  -0.9418  -4.5245  -1.2044
C  0.2648  -3.8419  -0.5478
C  0.8287  3.5403  0.1496
C  1.7060  4.6114  0.2632
C  1.4235  5.8415  -0.3071
C  0.2261  6.0286  -0.9777
C  -0.6619  4.9759  -1.1004
C  -0.3615  3.7289  -0.5633
P  -1.4049  2.2544  -0.8308
C  -3.1577  2.9276  -0.8926
C  -3.5106  3.8517  0.2759
C  -3.5718  3.0958  1.5940
C  -4.5915  1.9665  1.5206
C  -4.2493  1.0267  0.3715
C  -4.1594  1.7689  -0.9577
C  -1.0561  1.7711  -2.6271
C  0.4494  1.7828  -2.9300
C  0.9810  3.1167  -3.4416
C  0.2040  3.5628  -4.6770
C  -1.2755  3.6934  -4.3351
C  -1.8248  2.3686  -3.8124
H  3.0618  2.5405  2.6111
H  1.8155  1.6944  3.5220
H  1.5763  3.3663  3.0724
H  3.5222  2.3618  -0.5716
H  5.0803  0.9939  -1.8919
H  4.7246  -1.4436  -2.0738
H  2.8397  -2.4996  -0.9217
H  1.2389  -2.1342  3.2755
H  2.5867  -3.5598  0.9716
H  1.6632  -4.2284  2.3203
H  4.5729  -3.4174  2.2227
H  3.8348  -4.8965  2.8351
H  4.5381  -3.5566  4.7564
H  2.7845  -3.5146  4.6792
H  4.7839  -1.3337  4.0539
H  3.2648  -1.2329  4.9338
H  3.7840  -1.1494  1.9536
H  2.7082  -0.1496  2.9187
H  -0.2647  -3.4101  1.5019
H  -1.6192  -1.9291  -0.7612
H  -1.8857  -1.5721  0.9710
H  -3.5225  -3.2425  -0.2384
H  -2.9484  -3.6252  1.3787
H  -2.7974  -5.4429  -0.6130
H  -1.5859  -5.3705  0.6613
H  -1.3537  -3.8797  -1.9814
H  -0.6257  -5.4559  -1.6773
H  0.8386  -3.3125  -1.3070
H  0.9071  -4.6086  -0.1140
H  2.6221  4.4865  0.8180
H  2.1261  6.6553  -0.2201
H  -0.0092  6.9886  -1.4112
H  -1.5921  5.1366  -1.6226
H  -3.2289  3.5133  -1.8173
H  -4.4887  4.2957  0.0662
H  -2.7898  4.6681  0.3545
H  -3.8246  3.7798  2.4044
H  -2.5679  2.6815  1.7967
H  -5.5901  2.3841  1.3697
H  -4.5970  1.4087  2.4588
H  -4.9908  0.2288  0.3015
H  -3.2711  0.5488  0.5895
H  -5.1461  2.1699  -1.2050
H  -3.8861  1.0681  -1.7519
H  -1.3557  0.7134  -2.5834
H  0.6349  1.0461  -3.7150
H  1.0175  1.4587  -2.0514
H  2.0408  2.9935  -3.6834
H  0.9011  3.8811  -2.6730
H  0.3325  2.8256  -5.4730
H  0.5897  4.5203  -5.0339
H  -1.8347  3.9800  -5.2282
H  -1.4068  4.4816  -3.5963
H  -1.7334  1.6393  -4.6213
H  -2.8872  2.4604  -3.5884
C  2.3536  -2.1641  -4.2226
C  0.8302  -1.9905  -4.2985
C  0.4607  -1.0657  -5.4658
C  0.1508  -3.3507  -4.4937
C  0.3767  -1.4358  -3.0405
N  0.0248  -1.0266  -2.0285
H  2.7285  -2.4779  -5.1932
H  2.6227  -2.9179  -3.4852
H  2.8378  -1.2295  -3.9443
H  0.6769  -1.5732  -6.4037
H  1.0484  -0.1492  -5.4437
H  -0.5973  -0.8143  -5.4556
H  0.4825  -3.7822  -5.4340
H  -0.9315  -3.2433  -4.5271
H  0.4093  -4.0355  -3.6895
C  -2.9998  -0.2326  5.6369
Ge  -1.3696  -0.6855  4.5708
C  -1.4870  -2.6555  4.2270
C  0.2008  -0.4146  5.7884
C  -1.3509  0.5639  3.0515
H  -2.9925  -0.8201  6.5498
H  -3.9154  -0.4555  5.0975
H  -3.0093  0.8185  5.9105
H  -1.6415  -3.1331  5.1938
H  -0.5828  -3.0779  3.8009
H  -2.3265  -2.9168  3.5896
H  0.2979  -1.2778  6.4393
H  0.0415  0.4621  6.4082
H  1.1316  -0.2846  5.2467
H  -1.5888  1.5375  3.5056

The calculation puts the relative energy (zero: lowest compared OMol25 entry of this formula, charge and spin) at 0.845 eV. Its net charge is +1. Its multiplicity is 5.

***

Values for calculated total energy, a.u., ordered as above
-606.93539 -1019.68684 -1927.29435 -4991.49111